Entry 1:
{
  "formula": "C16H20IrN3O4PTe",
  "method": "ωB97M-V/def2-TZVPD",
  "symbols": ["Ir", "O", "C", "N", "C", "C", "C", "C", "C", "C", "N", "C", "C", "C", "C", "C", "N", "H", "H", "H", "H", "H", "H", "H", "H", "H", "H", "C", "C", "O", "P", "O", "Te", "O", "C", "C", "H", "H", "H", "H", "H", "H", "H", "H", "H", "H"],
  "xyz": [[-0.6669, -0.0950, -0.8752], [2.7898, 1.2377, -2.7414], [1.6508, 1.1415, -2.3727], [1.0792, -0.0878, -1.9945], [1.7117, -1.3157, -2.3614], [0.6962, -2.4300, -2.2653], [0.9997, -3.7195, -2.6528], [0.0181, -4.6934, -2.5750], [-1.2454, -4.3502, -2.1124], [-1.4763, -3.0480, -1.7335], [-0.5227, -2.1006, -1.8077], [0.6849, 2.2794, -2.2795], [1.0477, 3.5452, -2.6790], [0.0868, 4.5494, -2.6353], [-1.1910, 4.2392, -2.2013], [-1.4727, 2.9402, -1.8087], [-0.5528, 1.9732, -1.8442], [2.5613, -1.4908, -1.6865], [2.1419, -1.2530, -3.3655], [1.9909, -3.9531, -3.0184], [0.2347, -5.7094, -2.8765], [-2.0403, -5.0789, -2.0465], [-2.4414, -2.7267, -1.3654], [2.0565, 3.7244, -3.0250], [0.3324, 5.5559, -2.9462], [-1.9686, 4.9892, -2.1669], [-2.4603, 2.6556, -1.4688], [0.6092, -2.4167, 4.6265], [-0.7478, -1.9026, 4.2433], [-0.7536, -1.5533, 2.7874], [-0.5390, -0.1757, 2.1385], [0.4831, -0.1496, 1.0165], [-2.6619, 0.2054, 0.9212], [-0.2757, 0.8198, 3.2888], [0.3392, 2.1583, 3.1512], [-0.4808, 3.0660, 2.2717], [0.5965, -2.6681, 5.6879], [1.3792, -1.6610, 4.4700], [0.8667, -3.3143, 4.0673], [-1.0352, -1.0106, 4.7931], [-1.5298, -2.6503, 4.3255], [1.3485, 1.9988, 2.7794], [0.3844, 2.5195, 4.1733], [-0.4797, 2.7436, 1.2265], [-0.0409, 4.0637, 2.3045], [-1.5067, 3.1483, 2.6329]],
  "forces_ev_per_angstrom": [[0.311, 0.155, -0.158], [0.008, 0.073, -0.056], [0.095, -0.368, 0.006], [-0.085, 0.285, 0.065], [-0.016, 0.064, -0.046], [0.059, 0.180, 0.010], [0.002, -0.097, -0.035], [0.025, -0.012, -0.008], [-0.025, -0.030, -0.008], [0.061, 0.129, -0.011], [-0.200, -0.315, 0.093], [-0.122, -0.188, 0.043], [0.000, 0.086, -0.029], [0.005, -0.002, -0.005], [-0.009, 0.025, -0.009], [0.030, -0.116, -0.004], [0.020, 0.256, 0.042], [-0.019, -0.060, 0.021], [-0.001, 0.009, -0.005], [-0.002, 0.004, 0.004], [-0.004, 0.002, -0.003], [0.006, -0.002, -0.001], [-0.003, -0.008, 0.007], [-0.002, -0.010, 0.003], [0.002, -0.004, 0.003], [-0.003, -0.010, 0.000], [-0.006, 0.016, 0.015], [0.036, -0.011, 0.022], [-0.013, 0.052, -0.101], [0.021, -0.139, 0.089], [0.063, -0.127, 0.015], [-0.189, 0.060, 0.087], [-0.047, -0.032, -0.076], [-0.013, 0.248, 0.055], [-0.006, -0.140, -0.013], [-0.004, 0.077, 0.024], [-0.001, -0.008, -0.006], [-0.009, 0.003, 0.013], [-0.006, 0.008, -0.012], [0.005, 0.016, 0.001], [0.010, -0.028, -0.003], [0.008, 0.035, -0.033], [0.000, -0.017, 0.017], [0.015, -0.039, 0.004], [-0.007, -0.005, -0.022], [0.009, -0.015, 0.005]],
  "total_charge": 2,
  "multiplicity": 6,
  "orbital_gap_ev": [7.565, 6.681],
  "homo_ev": [-13.75, -15.83]
}

Entry 2:
{
  "formula": "C16H20N2O6S",
  "method": "ωB97M-V/def2-TZVPD",
  "symbols": ["C", "C", "O", "C", "C", "C", "C", "C", "C", "H", "H", "N", "S", "O", "O", "C", "C", "O", "N", "C", "C", "H", "H", "H", "C", "H", "H", "H", "C", "C", "O", "O", "C", "H", "H", "H", "H", "H", "H", "H", "H", "H", "H", "H", "H"],
  "xyz": [[3.7314, -2.5353, -2.1004], [4.3496, -1.8393, -0.8906], [3.5808, -2.0038, 0.2847], [2.4327, -1.2955, 0.4521], [1.9655, -0.2936, -0.3917], [0.7714, 0.3509, -0.1134], [0.0290, 0.0188, 1.0106], [0.5052, -0.9687, 1.8684], [1.6866, -1.6178, 1.5902], [2.0665, -2.3839, 2.2467], [-0.0724, -1.2217, 2.7408], [-1.2236, 0.6054, 1.2948], [-2.5269, -0.4124, 1.0373], [-2.3388, -1.6195, 1.7777], [-3.7172, 0.3543, 1.2555], [-2.3767, -0.7994, -0.6837], [-1.6506, -1.8235, -1.2378], [-1.7164, -1.7184, -2.5698], [-2.4735, -0.6424, -2.9076], [-2.8785, -0.0756, -1.8036], [-3.7422, 1.1284, -1.7854], [-4.2515, 1.1933, -0.8277], [-3.1423, 2.0257, -1.9325], [-4.4632, 1.0734, -2.5966], [-0.8907, -2.9358, -0.6315], [0.1785, -2.7282, -0.6714], [-1.1895, -3.0418, 0.4075], [-1.0817, -3.8548, -1.1815], [-1.4452, 1.9951, 1.0079], [-0.5051, 2.8779, 1.8145], [0.2893, 2.5032, 2.6280], [-0.6837, 4.1592, 1.4738], [0.1199, 5.1067, 2.1704], [-0.1024, 5.0773, 3.2383], [1.1785, 4.8843, 2.0251], [-0.1302, 6.0787, 1.7538], [-1.3348, 2.2554, -0.0543], [-2.4748, 2.2139, 1.3031], [0.4307, 1.1185, -0.7926], [2.5145, 0.0010, -1.2721], [5.3100, -2.3028, -0.6493], [4.5232, -0.7761, -1.0963], [4.3966, -2.4432, -2.9544], [3.5831, -3.5897, -1.8811], [2.7691, -2.0982, -2.3559]],
  "forces_ev_per_angstrom": [[0.031, 0.162, 0.392], [0.156, -0.059, -0.440], [-0.218, 0.014, 0.268], [-0.184, -0.010, 0.134], [0.320, -0.093, -0.097], [-0.252, 0.006, 0.213], [0.706, -0.382, -0.103], [0.196, 0.089, -0.115], [0.158, -0.004, -0.143], [0.038, -0.104, 0.094], [-0.018, -0.022, 0.133], [-0.842, -0.425, 0.276], [-0.026, -0.098, -0.631], [0.248, 0.084, -0.029], [0.135, 0.139, -0.110], [0.137, -0.360, 0.344], [-0.282, 0.325, 0.400], [0.462, -0.646, 0.762], [-0.770, 1.030, -0.438], [0.302, -0.357, 0.018], [-0.091, 0.121, -0.202], [-0.073, 0.077, -0.090], [0.003, 0.086, 0.028], [-0.066, 0.048, -0.019], [0.040, -0.055, -0.190], [0.085, 0.031, 0.002], [0.045, -0.075, -0.053], [-0.011, -0.076, 0.000], [-0.149, 0.418, -0.010], [0.003, -0.072, -0.036], [-0.006, -0.059, 0.103], [-0.325, -0.065, -0.307], [0.255, 0.074, 0.228], [0.023, 0.024, -0.076], [-0.083, 0.046, 0.013], [0.003, -0.058, 0.014], [-0.034, 0.000, 0.100], [0.182, 0.218, -0.107], [-0.068, 0.062, -0.075], [0.069, -0.022, -0.072], [-0.098, 0.148, -0.046], [0.017, -0.080, 0.080], [0.054, 0.006, -0.121], [-0.003, -0.099, -0.013], [-0.069, 0.013, -0.078]],
  "multiplicity": 1,
  "e_above_lowest_ev": 2.215,
  "orbital_gap_ev": 9.151,
  "homo_ev": -8.54
}

Entry 3:
{
  "formula": "C16H20N3O3Rh",
  "method": "ωB97M-V/def2-TZVPD",
  "symbols": ["Rh", "O", "C", "N", "C", "C", "C", "C", "C", "C", "N", "C", "C", "C", "C", "C", "N", "H", "H", "H", "H", "H", "H", "H", "H", "H", "H", "C", "O", "C", "C", "O", "C", "H", "H", "H", "H", "H", "H", "H", "H", "H", "H"],
  "xyz": [[-0.4516, 0.1241, -0.2417], [-0.2506, -1.2592, 3.7583], [-0.3864, -1.1475, 2.5642], [-0.3780, 0.0696, 1.8950], [-0.3607, 1.2669, 2.6637], [-0.4535, 2.4735, 1.7725], [-0.3828, 3.7609, 2.2817], [-0.4735, 4.8356, 1.4128], [-0.6413, 4.6033, 0.0548], [-0.7133, 3.2942, -0.3808], [-0.6161, 2.2606, 0.4612], [-0.5735, -2.3133, 1.6379], [-0.4705, -3.6099, 2.1110], [-0.6543, -4.6505, 1.2106], [-0.9579, -4.3608, -0.1104], [-1.0544, -3.0330, -0.5038], [-0.8527, -2.0380, 0.3582], [0.5467, 1.3047, 3.2843], [-1.1790, 1.2560, 3.3984], [-0.2651, 3.9135, 3.3469], [-0.4148, 5.8467, 1.7924], [-0.7210, 5.4162, -0.6519], [-0.8579, 3.0657, -1.4295], [-0.2589, -3.7774, 3.1580], [-0.5640, -5.6775, 1.5384], [-1.1287, -5.1464, -0.8329], [-1.3063, -2.7679, -1.5222], [-1.4457, 0.0920, -3.4623], [-0.3926, -0.1820, -2.5192], [0.9235, 0.1413, -3.0007], [1.9309, -0.5100, -2.0882], [1.7822, 0.0269, -0.7657], [2.6700, -0.5883, 0.1805], [-1.1496, -0.2471, -4.4542], [-1.6743, 1.1583, -3.4994], [-2.3252, -0.4602, -3.1406], [1.0591, 1.2265, -3.0291], [1.0518, -0.2611, -4.0068], [2.9414, -0.3100, -2.4505], [1.7615, -1.5917, -2.0653], [3.7032, -0.3543, -0.0771], [2.5386, -1.6733, 0.1903], [2.4454, -0.1772, 1.1613]],
  "forces_ev_per_angstrom": [[0.162, 0.059, -0.326], [0.028, 0.219, -0.187], [-0.097, -0.792, 0.155], [0.174, 0.476, -0.025], [-0.071, 0.112, 0.094], [0.018, 0.353, -0.094], [-0.026, -0.161, 0.051], [0.003, 0.037, -0.010], [-0.004, -0.125, 0.004], [-0.026, 0.307, -0.006], [-0.057, -0.691, -0.112], [0.050, -0.318, 0.239], [-0.055, 0.228, -0.023], [0.003, -0.089, -0.050], [-0.034, 0.048, 0.023], [-0.049, -0.218, 0.112], [0.072, 0.632, -0.239], [0.012, -0.075, -0.008], [0.008, -0.049, -0.007], [0.024, 0.010, -0.014], [-0.010, 0.000, 0.002], [-0.003, -0.004, -0.006], [0.005, -0.040, 0.013], [0.020, -0.021, -0.008], [-0.031, 0.003, 0.007], [0.016, -0.002, 0.006], [0.055, 0.059, -0.003], [-0.182, 0.062, -0.082], [0.099, 0.055, 0.374], [0.208, -0.003, 0.050], [-0.060, -0.018, -0.192], [-0.499, -0.087, 0.154], [0.238, -0.039, 0.079], [0.027, -0.049, 0.033], [0.078, 0.004, 0.029], [0.018, 0.013, 0.039], [-0.045, -0.002, -0.019], [-0.035, 0.018, -0.018], [0.003, -0.004, 0.018], [0.072, 0.000, 0.044], [-0.028, 0.018, -0.033], [-0.067, 0.026, -0.030], [-0.016, 0.045, -0.034]],
  "total_charge": 2,
  "multiplicity": 5,
  "orbital_gap_ev": [9.130, 6.743],
  "homo_ev": [-15.64, -16.19]
}